No. 1
DFT (ωB97M-V with the def2-TZVPD basis set) results for the ion C5H12NOS with charge -1.

## Properties
Charge: -1
LUMO level in Eh: 0.1059
HOMO energy in eV: -2.0

Last column: Mulliken charge in e.
Geometry (Å):
H (-1.35382, 0.02092, -0.00125)  0.349
H (0.02828, 2.90340, -1.29734)  0.149
C (-0.02950, 0.75449, -2.04476)  -0.937
O (-1.85315, 2.07356, -1.36969)  -0.853
C (-0.25561, -1.31884, 1.03953)  -0.793
H (1.78433, -1.03495, 1.60082)  0.398
H (-0.56018, -2.13890, 0.26244)  0.222
H (1.33890, 0.86886, -0.77855)  0.283
H (-1.05339, -1.42004, 1.71611)  0.516
S (1.06572, -1.90926, 3.52767)  -0.311
H (0.00042, -1.19432, 3.94826)  0.102
H (-0.95777, 0.18411, -2.34615)  0.310
H (-0.88017, 2.71424, -2.87298)  0.303
H (1.38793, -2.61530, 1.19901)  0.320
C (1.04091, -1.68473, 1.66849)  -0.574
C (-0.29142, 0.01073, 0.27416)  -0.416
C (-0.66197, 2.21489, -1.86994)  -0.429
H (-0.01976, 0.76953, 0.99478)  0.228
N (0.56483, 0.25938, -0.86790)  -0.342
H (0.70541, 0.54222, -2.78272)  0.475

No. 2
DFT (ωB97M-V with the def2-TZVPD basis set) results for the ion C5H12NOS with charge -1.

## Properties
Charge: -1
LUMO level in Eh: 0.0975
HOMO energy in eV: -2.2

Last column: Mulliken charge in e.
Geometry (Å):
H (0.29137, -2.61209, 1.20049)  0.275
N (0.09041, 0.38324, -0.55851)  -0.202
H (-0.50470, -2.14021, 3.90409)  0.056
S (-0.73805, -1.03302, 3.44585)  -0.191
H (-0.62739, 0.08921, -2.53614)  0.268
H (0.87545, 0.21601, 2.20603)  0.236
H (1.68426, -1.16151, 2.87703)  0.393
H (0.26613, 1.26365, -0.05431)  0.213
C (-0.50878, -0.80387, 0.17698)  -0.464
H (-1.73995, 1.14216, -1.68298)  0.260
C (0.77790, -0.92928, 2.33381)  -0.748
H (-1.42716, -0.43580, 0.78996)  0.231
H (0.51169, 2.91970, -1.88002)  0.171
C (-0.70027, 0.88787, -1.73925)  -0.815
H (-0.97247, -1.37617, -0.64632)  0.448
H (1.56491, -1.26684, 0.35021)  0.288
H (0.92810, 1.54182, -3.06044)  0.151
C (0.58247, -1.59086, 1.00689)  -0.438
C (0.15258, 2.12521, -2.63446)  -0.318
O (-0.50649, 2.78077, -3.49889)  -0.816

No. 3
DFT (ωB97M-V with the def2-TZVPD basis set) results for the ion C5H12NOS with charge -1.

## Properties
Charge: -1
LUMO level in Eh: 0.1065
HOMO energy in eV: -2.7

Last column: Mulliken charge in e.
Geometry (Å):
H (-2.11923, -1.82360, 0.83377)  0.341
H (-0.17492, 2.67802, 0.59569)  0.103
N (0.66271, 0.23628, -1.06715)  -0.512
H (0.22571, -1.12194, 2.11084)  0.388
H (-0.85433, 1.33070, -2.01884)  0.426
H (1.74042, 0.17271, 0.67150)  0.382
H (-1.24219, 1.05117, -0.35888)  0.148
H (-0.55492, 0.20786, 1.31064)  0.208
C (-0.11323, -0.78555, 1.12849)  -0.394
H (0.24734, -3.82588, 0.10598)  0.094
H (-0.25842, 3.40757, -1.07441)  0.232
C (1.01092, -0.48228, 0.17596)  -0.587
H (-1.16523, -1.64241, -0.54784)  0.368
O (1.55387, 2.67092, -0.53641)  -0.902
C (0.22911, 2.58952, -0.44337)  -0.287
H (1.49196, 0.81496, -1.22228)  0.293
C (-0.39045, 1.23157, -1.03111)  -0.593
H (1.50323, -1.41328, -0.13958)  0.318
S (-0.73190, -3.53371, 0.97628)  -0.243
C (-1.06045, -1.76264, 0.53072)  -0.784

No. 4
DFT (ωB97M-V with the def2-TZVPD basis set) results for the ion C5H12NS with charge -1.

## Properties
Charge: -1
LUMO level in Eh: 0.1228
HOMO energy in eV: -2.3

Last column: Mulliken charge in e.
Geometry (Å):
H (-2.70260, -0.43364, 1.26344)  0.336
C (-2.04421, -0.56694, 0.40247)  -0.595
H (3.06857, 0.89050, -1.55326)  0.309
H (2.01101, 2.10646, -1.90687)  0.326
C (-0.82260, 0.35219, 0.34006)  -0.697
N (0.29590, 0.33612, -0.64814)  -0.491
C (-1.52948, -2.02820, 0.37658)  -0.684
H (1.89385, 0.10243, 0.69069)  0.398
H (-0.34464, 0.18119, 1.31780)  0.435
H (-0.51217, -2.03901, 0.84705)  0.143
C (1.51176, 0.88538, 0.02029)  -0.366
H (3.14626, 2.01844, -0.37582)  0.348
H (-2.65682, -0.35993, -0.50392)  0.273
H (-1.28512, 1.33564, 0.30290)  0.280
H (0.49893, -0.65747, -0.79707)  0.294
H (-1.39258, -2.24945, -0.69669)  0.179
S (-2.65962, -3.13667, 1.27347)  -0.641
C (2.37983, 1.56245, -1.02707)  -1.184
H (1.14374, 1.70052, 0.67409)  0.338

No. 5
DFT (ωB97M-V with the def2-TZVPD basis set) results for the ion C5H12NSe with charge +1.

## Properties
Charge: +1
LUMO level in Eh: -0.1717
HOMO energy in eV: -13.2

Last column: Mulliken charge in e.
Geometry (Å):
H (3.13760, -0.49289, 1.64236)  0.318
C (3.48130, -0.27801, 0.62488)  -0.803
N (-0.34397, 1.51052, 0.35709)  0.081
H (-0.88413, 1.90345, 1.17818)  0.399
H (-0.01489, 2.29807, -0.14661)  0.411
H (3.96864, 0.69503, 0.41218)  0.311
C (-1.22963, 0.83912, -0.71292)  -0.930
C (0.99205, 1.05264, 0.71009)  -0.490
H (-1.09867, -1.98260, -1.17356)  0.338
H (-2.89935, -0.46853, -1.10629)  0.292
H (4.02292, -1.21058, 0.22114)  0.338
H (-0.39073, -1.56486, 0.38595)  0.317
H (-2.04834, -2.30555, 0.18483)  0.353
C (-2.08709, -0.32090, -0.23879)  -0.259
Se (1.78860, -0.15264, -0.29126)  0.284
H (-1.92158, 1.72269, -1.09676)  0.304
H (-2.56550, -0.14489, 0.66757)  0.383
C (-1.29963, -1.62768, -0.15610)  -1.169
H (-0.60758, 0.52762, -1.46197)  0.523

No. 6
DFT (ωB97M-V with the def2-TZVPD basis set) results for a cluster of 2 separate species, C5H12O in total.

## Properties
Charge: -1
Spin multiplicity: 2
LUMO level (spin up / spin down) in Eh: 0.1261 / 0.1209
HOMO energy (spin up / spin down) in eV: 1.2 / -6.1

Last column: Mulliken charge in e.
Geometry (Å):
H (-0.67749, -1.64956, 3.33397)  0.430
O (3.40570, 0.95605, -4.90652)  -1.759
C (-0.40351, -0.43136, 1.54377)  0.689
H (-1.42839, 1.18229, -1.30969)  0.840
H (0.02191, 1.49313, -0.32772)  0.508
H (1.40774, 0.42679, 1.05618)  0.613
H (1.11098, 0.31002, 2.86954)  0.368
H (3.11377, 1.26758, -4.03781)  0.625
H (-2.02676, -0.55013, 2.81143)  0.438
H (2.64978, 1.02465, -5.51123)  0.649
C (-1.11329, -0.35131, 0.17519)  -0.904
H (0.04765, 0.30293, -1.54012)  -0.094
C (-1.22140, -1.22500, 2.49390)  -1.928
H (-1.86129, -1.94953, 1.97067)  0.368
H (-1.02916, -1.39114, -0.16540)  0.616
H (-2.16866, -0.18573, 0.43434)  0.201
C (0.78365, 0.05556, 1.87105)  -0.940
C (-0.61122, 0.71477, -0.76155)  -1.720

The calculation returns the following energy relative to the best compared isomer or geometry (same formula, charge and spin) values, one per record and in order: 94.2 103.8 65.4 33.2 69.7 14.2 kcal/mol.